ORCA calculation (ωB97M-V/def2-TZVPD) on a gas-phase ion, C12H15N3 (charge +2).

Bonds (Å) are listed after each position.
Atoms and positions in Å:
1 C -4.038 -2.838 -0.272  C2 1.528, H16 1.086, H17 1.086, H18 1.091
2 C -4.021 -1.331 -0.020  C1 1.528, N3 1.493, H19 1.086, H20 1.089
3 N -2.639 -0.766 0.002  C2 1.493, C4 1.344, C15 1.345
4 C -1.855 -0.984 1.071  N3 1.344, C5 1.375, H21 1.082
5 C -0.568 -0.502 1.115  C4 1.375, C6 1.398, H22 1.082
6 C -0.062 0.209 0.023  C5 1.398, C7 1.490, C14 1.397
7 C 1.333 0.732 0.033  C6 1.490, C8 1.395, C13 1.399
8 C 1.576 2.104 -0.050  C7 1.395, C9 1.372, H23 1.082
9 C 2.867 2.567 -0.006  C8 1.372, N10 1.345, H24 1.080
10 N 3.888 1.698 0.092  C9 1.345, N11 1.418, C12 1.344
11 N 5.172 2.300 0.131  N10 1.418, H25 1.017, H26 1.016
12 C 3.691 0.370 0.156  N10 1.344, C13 1.370, H27 1.082
13 C 2.420 -0.141 0.150  C7 1.399, C12 1.370, H28 1.081
14 C -0.899 0.428 -1.074  C6 1.397, C15 1.375, H29 1.082
15 C -2.177 -0.079 -1.058  N3 1.345, C14 1.375, H30 1.082
16 H -4.319 -3.380 0.626  C1 1.086
17 H -4.746 -3.080 -1.058  C1 1.086
18 H -3.059 -3.199 -0.590  C1 1.091
19 H -4.551 -0.777 -0.788  C2 1.086
20 H -4.451 -1.075 0.947  C2 1.089
21 H -2.292 -1.547 1.884  C4 1.082
22 H 0.031 -0.691 1.996  C5 1.082
23 H 0.768 2.820 -0.117  C8 1.082
24 H 3.139 3.612 -0.043  C9 1.080
25 H 5.675 2.050 -0.716  N11 1.017
26 H 5.678 1.942 0.936  N11 1.016
27 H 4.574 -0.250 0.240  C12 1.082
28 H 2.285 -1.210 0.231  C13 1.081
29 H -0.563 0.971 -1.948  C14 1.082
30 H -2.856 0.049 -1.891  C15 1.082

ΔE to the lowest compared entry with this formula, charge and spin	0.0	kcal per mole
E	-629.94514	a.u.
net charge	+2

=====

ORCA calculation (ωB97M-V/def2-TZVPD) on C12H15N3O3S3 in the gas phase in a non-equilibrium geometry.

Bonds (Å) are listed after each position.
Atoms and positions in Å:
1 C -0.409 -0.636 -4.865  C2 1.521, H34 1.086, H35 1.087, H36 1.087
2 C 0.766 0.326 -4.769  C1 1.521, H3 1.092, H4 1.095, O5 1.430
3 H 1.715 -0.194 -4.917  C2 1.092
4 H 0.660 1.130 -5.503  C2 1.095
5 O 0.861 0.902 -3.463  C2 1.430, C6 1.332
6 C 0.101 1.967 -3.211  O5 1.332, O7 1.201, C8 1.523
7 O -0.629 2.489 -4.010  C6 1.201
8 C 0.278 2.459 -1.781  C6 1.523, C9 1.489, H32 1.092, H33 1.091
9 C 1.350 1.727 -1.051  C8 1.489, C10 1.359, N13 1.360
10 C 2.671 2.045 -1.026  C9 1.359, S11 1.725, H31 1.070
11 S 3.562 0.903 -0.090  C10 1.725, C12 1.762
12 C 2.043 0.062 0.205  S11 1.762, N13 1.285, N14 1.365
13 N 1.022 0.605 -0.354  C9 1.360, C12 1.285
14 N 2.044 -1.061 0.983  C12 1.365, C15 1.381, H30 1.014
15 C 0.983 -1.835 1.407  N14 1.381, O16 1.206, C17 1.504
16 O 1.194 -2.809 2.085  C15 1.206
17 C -0.388 -1.379 0.988  C15 1.504, H18 1.088, H19 1.089, S20 1.826
18 H -0.439 -1.208 -0.085  C17 1.088
19 H -1.133 -2.093 1.336  C17 1.089
20 S -0.767 0.231 1.762  C17 1.826, C21 1.736
21 C -1.418 -0.328 3.272  S20 1.736, N22 1.256, S29 1.777
22 N -1.681 -1.525 3.544  C21 1.256, C23 1.428
23 C -2.184 -1.749 4.862  N22 1.428, H24 1.093, H25 1.094, C26 1.549
24 H -3.121 -2.306 4.779  C23 1.093
25 H -1.462 -2.379 5.390  C23 1.094
26 C -2.401 -0.407 5.605  C23 1.549, H27 1.088, H28 1.089, S29 1.825
27 H -1.868 -0.366 6.552  C26 1.088
28 H -3.456 -0.196 5.775  C26 1.089
29 S -1.737 0.899 4.517  C21 1.777, C26 1.825
30 H 2.948 -1.374 1.318  N14 1.014
31 H 3.171 2.868 -1.494  C10 1.070
32 H -0.672 2.309 -1.264  C8 1.092
33 H 0.483 3.529 -1.821  C8 1.091
34 H -0.416 -1.103 -5.846  C1 1.086
35 H -0.328 -1.408 -4.103  C1 1.087
36 H -1.342 -0.096 -4.725  C1 1.087

E	-2050.85329	a.u.
net charge	0
SMILES	CCOC(=O)Cc1csc(NC(=O)CSC2=NCCS2)n1

=====

- The lowest net charge belongs to which entry?
  C12H15N3O3S3

=====

- Which value of net charge does entry 2 give?
  0